Molecular formula: C32H57Cl4N7
Method: DFT, the ωB97M-V functional and the def2-TZVPD basis

Geometry as ORCA input:
```
! wB97M-V def2-TZVPD RIJCOSX def2/J DEFGRID3
* xyz 0 1
C -3.095 3.257 -4.364
C -1.847 3.303 -3.462
C -1.759 2.023 -2.650
C -2.842 1.832 -1.683
N -3.704 1.655 -0.939
H -3.268 4.158 -4.951
H -3.981 2.944 -3.810
H -2.917 2.505 -5.145
H -1.824 4.243 -2.918
H -1.024 3.277 -4.175
H -0.807 1.958 -2.103
H -1.619 1.123 -3.257
C 6.672 -0.975 0.271
C 5.633 -2.090 0.331
C 5.012 -2.442 -1.013
C 4.047 -1.432 -1.459
N 3.231 -0.673 -1.770
H 6.260 0.028 0.349
H 7.409 -1.095 -0.528
H 7.311 -1.092 1.156
H 4.852 -1.692 0.989
H 5.986 -2.945 0.905
H 4.515 -3.404 -1.144
H 5.808 -2.466 -1.765
C 1.684 -0.535 -4.779
C 0.454 -1.379 -4.371
C 0.617 -2.434 -3.286
C 1.819 -3.274 -3.378
N 2.771 -3.925 -3.442
H 2.487 -1.205 -5.081
H 2.016 0.148 -4.005
H 1.325 0.045 -5.629
H -0.035 -1.758 -5.273
H -0.332 -0.710 -3.989
H -0.266 -3.060 -3.178
H 0.795 -1.955 -2.314
C -0.040 1.119 2.031
C -0.362 0.693 0.603
C 0.704 -0.080 -0.179
C 1.116 -1.327 0.427
N 1.453 -2.327 0.870
H -0.801 1.826 2.381
H 0.909 1.624 2.177
H -0.148 0.266 2.700
H -0.490 1.629 0.045
H -1.347 0.226 0.616
H 1.573 0.554 -0.350
H 0.261 -0.295 -1.155
C -5.209 -2.556 -1.013
C -4.904 -1.369 -1.943
C -3.567 -1.509 -2.708
C -2.498 -1.754 -1.730
N -1.663 -2.007 -0.987
H -6.261 -2.818 -1.082
H -4.922 -2.335 0.016
H -4.615 -3.440 -1.257
H -4.895 -0.422 -1.409
H -5.692 -1.333 -2.699
H -3.407 -0.579 -3.260
H -3.511 -2.294 -3.463
C -1.589 -3.582 1.883
C -1.368 -3.250 3.356
C -1.914 -1.890 3.764
C -3.351 -1.693 3.480
N -4.485 -1.595 3.301
H -0.870 -3.099 1.236
H -2.578 -3.242 1.561
H -1.575 -4.654 1.689
H -0.310 -3.289 3.606
H -1.914 -3.966 3.973
H -1.418 -1.021 3.331
H -1.828 -1.743 4.843
C -2.866 0.758 7.780
C -3.268 0.733 6.306
C -2.915 1.919 5.433
C -3.309 3.193 6.052
N -3.603 4.161 6.576
H -2.961 -0.231 8.226
H -3.447 1.409 8.431
H -1.813 1.061 7.760
H -4.352 0.592 6.200
H -2.922 -0.222 5.909
H -3.359 1.848 4.441
H -1.844 2.135 5.289
Cl 1.485 2.935 -4.935
C 3.051 2.934 -4.039
C 2.873 2.494 -2.630
Cl 1.620 3.472 -1.773
H 3.526 3.903 -4.146
H 3.638 2.203 -4.590
H 3.777 2.516 -2.031
H 2.475 1.486 -2.607
Cl 5.156 4.473 1.714
C 4.806 2.861 2.384
C 3.772 2.157 1.505
Cl 3.435 0.544 2.153
H 4.384 3.060 3.364
H 5.722 2.282 2.430
H 4.196 2.130 0.504
H 2.868 2.762 1.500
*
```

Properties
SMILES string: CCCC#N.CCCC#N.CCCC#N.CCCC#N.CCCC#N.CCCC#N.CCCC#N.ClCCCl.ClCCCl
Energy relative to the best compared isomer or geometry (same formula, charge and spin) (eV): 0.000
HOMO energy (eV): -11.10
Gap between HOMO and LUMO (eV): 11.4